Record 1
A structure of composition C25H27As2BrNS4Ti at a distorted geometry. Source: the OMol25 dataset; level of theory: ωB97M-V/def2-TZVPD.

## Properties
HOMO level (alpha / beta) = -6.3 / -6.3 eV
Multiplicity = 2
E = -286030.0580 eV
Gap between HOMO and LUMO (alpha / beta) = 6.5 / 6.3 eV

Element x y z (Å)
Ti: 0.619 0.821 0.983
S: 1.818 2.730 -0.058
S: 3.608 2.265 0.714
S: 3.165 2.189 2.892
S: 1.174 2.301 2.899
C: 2.846 0.624 -2.455
As: 2.023 -0.418 -1.022
C: 3.443 -1.771 -0.859
C: 0.770 -1.513 -2.077
C: 1.128 -1.978 -3.340
C: 0.246 -2.722 -4.106
C: -1.015 -3.017 -3.608
C: -1.375 -2.569 -2.349
C: -0.497 -1.815 -1.574
As: -1.039 -1.219 0.218
C: -1.355 -3.012 0.991
C: -2.923 -0.800 -0.124
H: 3.290 -0.014 -3.218
H: 3.624 1.235 -2.003
H: 2.110 1.289 -2.900
H: 3.605 -2.243 -1.826
H: 3.160 -2.527 -0.128
H: 4.363 -1.286 -0.535
H: 2.110 -1.753 -3.738
H: 0.540 -3.067 -5.089
H: -1.715 -3.593 -4.199
H: -2.361 -2.807 -1.966
H: -1.828 -3.657 0.254
H: -2.013 -2.904 1.854
H: -0.416 -3.460 1.317
H: -3.476 -1.690 -0.418
H: -2.998 -0.038 -0.896
H: -3.354 -0.405 0.796
Br: -1.775 1.129 2.810
C: -2.318 2.637 1.764
C: -3.167 3.542 2.325
C: -3.676 4.580 1.522
C: -3.362 4.630 0.195
C: -2.495 3.678 -0.391
C: -2.232 3.683 -1.779
C: -1.428 2.724 -2.323
C: -0.796 1.777 -1.493
C: -0.948 1.741 -0.119
C: -1.892 2.671 0.417
H: -3.454 3.460 3.364
H: -4.341 5.311 1.962
H: -3.783 5.400 -0.441
H: -2.690 4.448 -2.395
H: -1.248 2.707 -3.391
H: -0.132 1.071 -1.983
C: 2.555 -2.467 3.951
C: 3.300 -1.731 3.051
C: 2.674 -0.805 2.235
N: 1.342 -0.595 2.237
C: 0.633 -1.320 3.126
C: 1.185 -2.239 3.987
H: 3.020 -3.193 4.604
H: 4.370 -1.864 2.975
H: 3.268 -0.217 1.550
H: -0.434 -1.158 3.138
H: 0.543 -2.775 4.673


Record 2
A structure of composition C26H49BMoN9 at a distorted geometry. Source: the OMol25 dataset; level of theory: ωB97M-V/def2-TZVPD.

## Properties
HOMO level (alpha / beta) = -10.1 / -10.1 eV
Relative energy (zero: lowest compared OMol25 entry of this formula, charge and spin) = 0.0 kJ/mol
Charge = +1
E = -43697.9989 eV
Gap between HOMO and LUMO (alpha / beta) = 7.8 / 7.8 eV

Element x y z (Å)
Mo: 0.012 0.091 0.284
C: -4.823 1.509 1.972
C: -3.481 0.793 1.784
C: -3.545 -0.046 0.515
C: -2.346 1.786 1.824
C: -2.421 3.042 2.437
C: -1.204 3.640 2.208
N: -0.441 2.788 1.522
N: -1.124 1.639 1.270
B: 0.889 3.078 0.816
N: 0.659 2.936 -0.717
C: 0.883 3.931 -1.590
C: 0.215 3.655 -2.753
C: -0.442 2.438 -2.521
N: -0.153 1.987 -1.290
C: -1.433 1.863 -3.504
C: -2.395 0.873 -2.878
C: -0.802 1.318 -4.789
N: 1.969 2.124 1.322
C: 3.159 2.474 1.812
C: 3.904 1.333 1.983
C: 3.089 0.280 1.558
N: 1.908 0.780 1.133
C: 3.586 -1.149 1.644
C: 3.782 -1.513 3.122
C: 2.818 -2.232 0.896
H: -5.641 0.799 1.845
H: -4.918 1.941 2.967
H: -4.947 2.306 1.237
H: -3.359 0.129 2.636
H: -3.848 0.570 -0.327
H: -2.594 -0.528 0.270
H: -4.285 -0.839 0.631
H: -3.262 3.465 2.955
H: -0.837 4.619 2.463
H: 1.239 4.198 1.047
H: 1.476 4.783 -1.301
H: 0.160 4.259 -3.642
H: -2.019 2.738 -3.801
H: -1.850 0.081 -2.363
H: -3.037 1.373 -2.158
H: -3.027 0.416 -3.641
H: -0.464 0.288 -4.668
H: -1.543 1.319 -5.589
H: 0.046 1.921 -5.114
H: 3.390 3.509 1.997
H: 4.907 1.252 2.364
H: 4.587 -1.111 1.202
H: 2.849 -1.433 3.674
H: 4.152 -2.536 3.213
H: 4.504 -0.850 3.596
H: 1.815 -2.371 1.294
H: 2.713 -2.007 -0.159
H: 3.356 -3.176 0.984
N: 1.878 -0.024 -1.393
C: 1.815 -0.266 -2.849
C: 2.132 -1.697 -3.260
C: 1.207 -2.768 -2.696
C: -0.280 -2.469 -2.870
N: -0.789 -1.913 -1.609
H: 1.902 0.986 -1.274
H: 2.776 -0.333 -1.034
H: 2.514 0.389 -3.378
H: 0.815 0.016 -3.168
H: 3.163 -1.935 -2.977
H: 2.110 -1.733 -4.353
H: 1.403 -2.892 -1.626
H: 1.454 -3.726 -3.155
H: -0.819 -3.376 -3.159
H: -0.455 -1.740 -3.664
H: -0.618 -2.591 -0.873
H: -1.802 -1.825 -1.648
C: -0.775 -3.590 1.440
C: -0.640 -2.304 2.255
C: 0.471 -2.440 3.295
C: -1.945 -2.020 2.992
N: -0.333 -1.202 1.343
H: -0.987 -4.426 2.108
H: 0.149 -3.816 0.903
H: -1.599 -3.515 0.728
H: 0.148 -3.146 4.060
H: 0.667 -1.480 3.773
H: 1.393 -2.820 2.863
H: -2.112 -2.798 3.738
H: -2.794 -2.013 2.310
H: -1.877 -1.064 3.508